Run P
Entry from the Open Molecules 2025 dataset: a structure of composition C5H8BrNO2 (ωB97M-V with the def2-TZVPD basis set).

* lowest unoccupied orbital energy (spin up / spin down): -2.568 / -2.285 eV
* HOMO level (spin up / spin down): -0.348 / -0.342 Ha
* orbital gap (spin up / spin down): 0.254 / 0.258 Eh

Last column: Löwdin charge in e.
Geometry (Å):
C 0.49039 -0.78239 -0.37419  -0.217
C 0.41646 1.34258 1.00497  -0.410
C 1.59758 -1.48161 0.28231  -0.090
C -1.88742 -0.28405 -0.84054  -0.107
C -0.80104 -0.90755 -0.13385  -0.188
N 0.07477 1.94390 -0.04576  -0.263
O 0.05068 1.83954 -1.23675  0.011
O 0.39604 1.14609 2.15427  0.175
Br 1.09343 3.94336 0.83132  0.352
H 0.77456 0.00592 -1.05118  0.091
H 1.48123 -1.28143 1.40723  0.107
H 2.59869 -1.21056 0.00418  0.068
H 1.63871 -2.54831 0.12286  0.072
H -2.27340 0.38322 -0.02022  0.108
H -2.78327 -0.80344 -1.00516  0.058
H -1.72934 0.21705 -1.81518  0.097
H -1.13807 -1.52233 0.71570  0.136


Run Q
Entry from the Open Molecules 2025 dataset: an isolated molecule of C5H8BrNO2 (ωB97M-V with the def2-TZVPD basis set).

* lowest unoccupied orbital energy (spin up / spin down): -0.458 / -0.955 eV
* HOMO level (spin up / spin down): -0.321 / -0.355 Ha
* orbital gap (spin up / spin down): 0.304 / 0.320 Eh

Last column: Löwdin charge in e.
Geometry (Å):
C -2.17590 -0.19870 -0.89552  -0.624
C 1.16281 0.26438 0.00863  -0.176
C 0.26775 0.41161 -1.24393  -0.226
C 0.38225 -0.59699 0.99875  -0.330
C -1.10716 0.79972 -0.86483  -0.586
N -0.76937 0.11244 1.39191  0.098
O -3.41809 0.19885 -0.59817  0.086
O -1.92653 -1.35168 -1.16554  0.093
Br -1.50403 2.61049 -0.59355  0.848
H 2.11787 -0.18301 -0.26020  0.111
H 1.33811 1.24659 0.44903  0.108
H 0.70965 1.15226 -1.91173  0.113
H 0.20554 -0.55539 -1.75384  0.122
H 0.16949 -1.58540 0.56466  0.119
H 1.01201 -0.74688 1.88726  0.128
H -3.46754 1.14739 -0.40282  0.048
H -1.55070 -0.50103 1.61366  0.067


In order of decreasing stability: run Q, run P.


Run P
Entry from the Open Molecules 2025 dataset: an isolated molecule of C25H34N4O5 (ωB97M-V with the def2-TZVPD basis set).

* lowest unoccupied orbital energy: 0.511 eV
* HOMO level: -0.310 Ha
* SMILES: COCCN(C(=O)CCC(=O)Nc1ccccn1)[C@H](C(=O)NC(C)(C)C)c1ccc(OC)cc1
* orbital gap: 0.329 Eh

Last column: Löwdin charge in e.
Geometry (Å):
C -2.22796 -2.17611 -2.67118  -0.095
O -1.41465 -2.65611 -1.63106  -0.213
C -0.30107 -1.82448 -1.37166  -0.189
C 0.53748 -2.46278 -0.24757  -0.092
N 0.45716 -1.79245 1.02847  0.001
C -0.57286 -1.91743 1.91245  -0.449
O -0.55407 -1.32625 2.97750  0.066
C -1.70695 -2.86108 1.54918  -0.070
C -3.02031 -2.38745 2.18729  -0.075
C -3.93274 -1.66421 1.21366  -0.448
O -5.09261 -1.99011 1.06915  0.066
N -3.33576 -0.64181 0.53614  0.176
C -3.88898 0.16309 -0.44527  -0.289
C -5.23983 0.13799 -0.80687  0.007
C -5.66380 0.99456 -1.80328  -0.067
C -4.75033 1.84667 -2.41021  -0.080
C -3.43555 1.78968 -1.98251  -0.155
N -3.01115 0.97379 -1.03481  0.114
C 1.32289 -0.64538 1.30127  -0.140
C 0.47881 0.63410 1.09224  -0.414
O -0.69299 0.56887 0.78197  0.039
N 1.15736 1.77031 1.28952  0.143
C 0.59221 3.11643 1.14773  -0.578
C 0.04278 3.28549 -0.27108  -0.029
C -0.52622 3.30319 2.17468  -0.025
C 1.72651 4.10713 1.40219  -0.039
C 2.59732 -0.62118 0.50744  -0.214
C 2.65002 -0.03762 -0.75801  -0.028
C 3.82759 -0.00976 -1.47087  0.017
C 4.99343 -0.56892 -0.94068  -0.274
O 6.09929 -0.48648 -1.72427  -0.079
C 7.30542 -1.03876 -1.25281  -0.086
C 4.94712 -1.15462 0.31999  -0.010
C 3.75787 -1.17419 1.02900  -0.015
H -3.08341 -2.84539 -2.73181  0.095
H -2.57226 -1.15699 -2.46632  0.072
H -1.68761 -2.18140 -3.62625  0.090
H -0.64511 -0.82391 -1.07677  0.108
H 0.30268 -1.72964 -2.28729  0.125
H 0.20948 -3.49748 -0.13145  0.134
H 1.58955 -2.47759 -0.53877  0.120
H -1.44185 -3.84256 1.95123  0.134
H -1.82472 -2.95356 0.47253  0.096
H -3.58874 -3.22949 2.58282  0.121
H -2.78060 -1.71690 3.01802  0.122
H -2.36413 -0.40444 0.73001  0.108
H -5.91746 -0.53689 -0.31380  0.096
H -6.70162 1.00060 -2.10410  0.106
H -5.05035 2.53015 -3.18886  0.095
H -2.67442 2.42428 -2.42038  0.102
H 1.55618 -0.69293 2.37425  0.159
H 2.12725 1.70644 1.55521  0.148
H -0.75139 2.56494 -0.44754  0.058
H 0.83340 3.13208 -1.00324  0.084
H -0.35915 4.28714 -0.39560  0.087
H -1.31443 2.57885 1.99242  0.079
H -0.14478 3.15688 3.18268  0.088
H -0.94322 4.30334 2.09717  0.085
H 1.35991 5.12474 1.30102  0.087
H 2.53217 3.95964 0.68522  0.084
H 2.12345 3.98558 2.40813  0.084
H 1.75708 0.39540 -1.18283  0.121
H 3.87681 0.44054 -2.44941  0.121
H 7.63886 -0.54915 -0.33228  0.096
H 7.21390 -2.11578 -1.08066  0.097
H 8.03699 -0.86140 -2.03925  0.094
H 5.82625 -1.59622 0.76135  0.104
H 3.73581 -1.63294 2.00678  0.123


Run Q
Entry from the Open Molecules 2025 dataset: an isolated molecule of C25H34N4O5 (ωB97M-V with the def2-TZVPD basis set).

* lowest unoccupied orbital energy: 0.313 eV
* HOMO level: -0.318 Ha
* SMILES: COCCCNC(=O)CCn1c(=O)c2ccccc2n(CC(=O)NCCC2=CCCCC2)c1=O
* orbital gap: 0.329 Eh

Last column: Löwdin charge in e.
Geometry (Å):
C -4.50342 -2.46039 -2.00615  -0.105
O -4.66487 -1.18676 -1.43346  -0.188
C -4.25827 -1.13072 -0.08596  -0.243
C -4.23266 0.33126 0.34837  -0.135
C -3.55939 0.52439 1.71106  -0.155
N -2.94546 1.83138 1.83306  0.083
C -1.62951 2.02157 1.64417  -0.474
O -0.84586 1.09869 1.47384  0.027
C -1.14671 3.46024 1.68729  -0.046
C -0.93274 3.99370 0.25946  -0.099
N -0.15333 3.05052 -0.52424  0.079
C 1.22814 3.16807 -0.51324  -0.361
O 1.77052 4.08336 0.06915  0.096
C 1.92575 2.12187 -1.25631  -0.060
C 3.31178 2.19816 -1.40034  -0.017
C 3.99886 1.20883 -2.06664  -0.080
C 3.30208 0.11194 -2.56157  -0.070
C 1.93308 0.01376 -2.42072  0.012
C 1.21967 1.03424 -1.78679  -0.117
N -0.15862 1.01476 -1.69619  0.061
C -0.91754 -0.09303 -2.24089  -0.020
C -0.71199 -1.41275 -1.48467  -0.501
O -0.65666 -2.47332 -2.07967  0.047
N -0.64508 -1.29140 -0.15567  0.097
C -0.47302 -2.43217 0.71606  -0.162
C 0.38050 -2.05482 1.92627  -0.140
C 1.80025 -1.72012 1.56008  -0.249
C 2.26826 -0.48322 1.65169  -0.046
C 3.68481 -0.09255 1.36561  -0.177
C 4.43791 -1.18780 0.61740  -0.198
C 4.14203 -2.54290 1.24833  -0.194
C 2.65860 -2.86373 1.09249  -0.153
C -0.87018 2.03566 -1.12331  -0.429
O -2.08676 2.06338 -1.14216  0.068
H -5.08884 -3.21607 -1.46745  0.089
H -3.44963 -2.76524 -2.01038  0.080
H -4.86335 -2.38667 -3.03001  0.089
H -4.94554 -1.71997 0.54426  0.132
H -3.25283 -1.56623 0.01247  0.100
H -3.66939 0.88813 -0.40088  0.088
H -5.24988 0.72332 0.35849  0.119
H -4.27501 0.39750 2.52801  0.125
H -2.75417 -0.20330 1.83556  0.113
H -3.56205 2.62818 1.81961  0.151
H -1.85043 4.10386 2.21361  0.119
H -0.18528 3.47211 2.20444  0.130
H -0.37572 4.93143 0.29461  0.128
H -1.89014 4.13526 -0.24584  0.130
H 3.81449 3.05563 -0.97903  0.124
H 5.06864 1.27285 -2.18882  0.109
H 3.83613 -0.67751 -3.06946  0.114
H 1.42629 -0.85646 -2.80232  0.109
H -0.67001 -0.24994 -3.29405  0.142
H -1.97728 0.17398 -2.17389  0.132
H -0.70088 -0.38731 0.30373  0.097
H -1.45502 -2.78635 1.06065  0.118
H -0.01433 -3.23279 0.13072  0.119
H 0.37252 -2.89523 2.62531  0.119
H -0.07734 -1.19372 2.41625  0.101
H 1.61904 0.31497 1.98513  0.100
H 4.18277 0.11207 2.32040  0.117
H 3.70161 0.83787 0.79298  0.089
H 4.11334 -1.20160 -0.42480  0.091
H 5.51024 -0.98236 0.63475  0.110
H 4.74430 -3.32283 0.77777  0.108
H 4.39807 -2.51142 2.30957  0.118
H 2.44130 -3.06472 0.03829  0.122
H 2.40819 -3.76758 1.65399  0.117


In order of decreasing stability: run Q, run P.


Run P
Entry from the Open Molecules 2025 dataset: the ion CH2NO3S with charge -1 (ωB97M-V with the def2-TZVPD basis set).

* lowest unoccupied orbital energy: 3.731 eV
* HOMO level: -0.152 Ha
* net charge: -1
* orbital gap: 0.289 Eh

Last column: Löwdin charge in e.
Geometry (Å):
C 2.13033 -0.11396 -0.05830  -0.779
N -0.37609 -1.02830 0.48066  -0.418
O 2.85942 -1.00338 -0.30645  0.010
O 2.13045 1.03550 0.49566  -0.120
O -0.18440 1.35173 -0.65721  -0.405
S 0.23355 -0.31109 -0.77172  0.830
H -1.20494 -1.47491 0.05425  -0.076
H 0.33019 1.49367 0.13020  -0.041


Run Q
Entry from the Open Molecules 2025 dataset: a structure of composition CH2NO3S (ωB97M-V with the def2-TZVPD basis set).

* lowest unoccupied orbital energy: 3.817 eV
* HOMO level: -0.157 Ha
* net charge: -1
* orbital gap: 0.297 Eh

Last column: Löwdin charge in e.
Geometry (Å):
C 0.00274 1.39765 0.54627  -0.327
N -1.01487 0.61891 0.39588  0.048
O -0.32762 0.06628 2.57576  -0.553
O 0.37872 2.50337 -0.83352  -0.473
O 1.94813 0.81261 2.09144  -0.548
S 0.54592 1.23725 2.31850  0.683
H -1.63152 0.79299 -0.39871  0.114
H -1.24862 0.29752 1.40900  0.055


In order of decreasing stability: run P, run Q.


Run P
Entry from the Open Molecules 2025 dataset: an isolated molecule of C4H5NS (ωB97M-V with the def2-TZVPD basis set).

* lowest unoccupied orbital energy: 0.654 eV
* HOMO level: -0.315 Ha
* SMILES: C#CCNC=S
* orbital gap: 0.339 Eh

Last column: Löwdin charge in e.
Geometry (Å):
C -2.46973 -0.64484 -0.60695  0.122
C -1.46563 -0.53928 0.08707  -0.128
C -0.19446 -0.28117 0.72093  -0.271
N 0.58560 0.66466 0.04500  -0.097
C 1.87614 0.51423 -0.27209  -0.723
S 2.85631 -0.81837 -0.16053  0.580
H -3.42844 -0.74514 -1.06238  0.023
H -0.58915 0.02510 1.75456  0.155
H 0.46443 -1.15439 0.67736  0.076
H 0.13812 1.52145 -0.41001  0.183
H 2.22682 1.45776 -0.77296  0.079


Run Q
Entry from the Open Molecules 2025 dataset: an isolated molecule of C4H5NS (ωB97M-V with the def2-TZVPD basis set).

* lowest unoccupied orbital energy: 0.255 eV
* HOMO level: -0.321 Ha
* SMILES: C#C/C=N\SC
* orbital gap: 0.330 Eh

Last column: Löwdin charge in e.
Geometry (Å):
C 2.86971 -0.96051 0.04935  0.117
C 2.02154 -0.12462 0.15382  -0.220
C 1.22717 1.09540 -0.06129  -0.227
N -0.09670 0.91226 -0.03764  -0.251
S -0.59612 -0.87056 -0.04076  0.730
C -2.45939 -0.20296 0.12100  -0.370
H 3.48845 -1.80414 -0.14353  0.037
H 1.67423 2.00113 -0.04839  0.063
H -2.74491 0.49743 0.96892  0.037
H -2.29726 0.62398 -0.68258  0.014
H -3.08672 -1.16743 -0.27890  0.069


In order of decreasing stability: run P, run Q.


Run P
Entry from the Open Molecules 2025 dataset: a structure of composition C4H5NS (ωB97M-V with the def2-TZVPD basis set).

* lowest unoccupied orbital energy: 0.043 eV
* HOMO level: -0.317 Ha
* orbital gap: 0.319 Eh

Last column: Löwdin charge in e.
Geometry (Å):
C 1.54705 -1.89444 0.77270  -0.465
C -0.86732 0.94094 0.86479  -0.259
C -1.08768 1.56174 -0.34376  -0.224
C -1.42257 2.12813 -1.35510  0.119
H 2.59689 -1.30072 1.11620  0.054
H 0.82738 -2.03592 1.89897  0.107
H 1.62589 -3.16637 0.11761  0.117
H -1.33382 1.34805 1.65424  0.068
H -1.52765 2.67976 -2.38858  0.095
N -0.19576 -0.22368 0.93333  -0.316
S 0.63529 -0.77358 -0.53522  0.704


Run Q
Entry from the Open Molecules 2025 dataset: an isolated molecule of C4H5NS (ωB97M-V with the def2-TZVPD basis set).

* lowest unoccupied orbital energy: 0.429 eV
* HOMO level: -0.295 Ha
* SMILES: Sc1ccc[nH]1
* orbital gap: 0.311 Eh

Last column: Löwdin charge in e.
Geometry (Å):
S -2.59947 -0.21450 -0.04496  0.618
C -0.78675 0.03330 -0.00098  -0.702
C 0.05455 1.01264 -0.14300  -0.179
C 1.42355 0.52644 0.13627  -0.086
C 1.24478 -0.84692 -0.07568  -0.190
N -0.05317 -1.20312 -0.01826  -0.004
H -3.31539 1.08104 0.64193  -0.004
H -0.06210 2.17254 -0.62701  0.178
H 2.24281 1.29449 0.26467  0.105
H 2.06635 -1.68693 -0.12352  0.144
H -0.21514 -2.16898 -0.00946  0.120


Run R
Entry from the Open Molecules 2025 dataset: an isolated molecule of C4H5NS (ωB97M-V with the def2-TZVPD basis set).

* lowest unoccupied orbital energy: 0.306 eV
* HOMO level: -0.328 Ha
* SMILES: SC[C@@H]1C2=N[C@H]21
* orbital gap: 0.340 Eh

Last column: Löwdin charge in e.
Geometry (Å):
S 1.97193 0.47342 0.52327  0.707
C 0.74440 -0.28130 -0.64708  -0.477
C -0.54017 -0.38544 0.09344  -0.412
C -1.90131 -0.28636 -0.50868  0.031
N -2.47255 0.55476 0.46426  0.120
C -1.18224 0.86683 0.50237  -0.210
H 2.58225 -0.67951 0.75510  -0.157
H 0.70078 0.27745 -1.55251  0.070
H 1.34231 -1.16510 -0.87237  0.065
H -0.59160 -1.16431 0.84592  0.147
H -0.65378 1.78955 0.39628  0.114


In order of decreasing stability: run Q, run R, run P.


Run P
Entry from the Open Molecules 2025 dataset: a structure of composition C6H9NO (ωB97M-V with the def2-TZVPD basis set).

* lowest unoccupied orbital energy: 0.895 eV
* HOMO level: -0.288 Ha
* orbital gap: 0.321 Eh

Last column: Löwdin charge in e.
Geometry (Å):
C -2.52751 -0.31737 0.11320  -0.086
C -0.34260 0.51598 -0.07369  -0.393
C 0.53034 1.47353 0.00380  -0.018
C 1.77965 0.69145 0.12422  -0.207
C 1.60876 -0.45780 -1.00961  -0.057
C 0.37550 -0.74798 -0.13811  -0.212
H -2.74544 -1.08224 -0.63902  0.088
H -2.40009 -0.65729 1.18885  0.116
H -3.54155 0.16572 0.17870  0.094
H 0.16751 2.48650 0.24866  0.130
H 2.75652 1.25824 0.38955  0.150
H 1.46666 -0.23865 -2.04157  0.086
H 2.50094 -1.20315 -0.94777  0.132
H -0.22478 -1.65360 -0.07951  0.135
H 0.87312 -0.42876 1.95295  0.082
N 1.35134 -0.49680 1.06676  0.016
O -1.62838 0.69219 -0.33740  -0.056


Run Q
Entry from the Open Molecules 2025 dataset: an isolated molecule of C6H9NO (ωB97M-V with the def2-TZVPD basis set).

* lowest unoccupied orbital energy: 1.029 eV
* HOMO level: -0.342 Ha
* SMILES: C1=C[C@H]2NCC[C@@H]2O1
* orbital gap: 0.380 Eh

Last column: Löwdin charge in e.
Geometry (Å):
C -2.43893 0.13837 -0.02589  -0.059
C -1.81735 -1.02549 -0.04009  -0.017
C -0.33009 -0.68578 0.49666  -0.275
N 0.89560 -1.33534 -0.06131  -0.046
C 1.91143 -0.19418 -0.08805  -0.161
C 1.15320 1.30382 0.19030  -0.061
C -0.27833 0.69090 -0.18287  -0.371
O -1.52510 1.30948 0.07658  -0.043
H -3.38339 0.40716 -0.20820  0.074
H -2.38692 -2.06736 0.04063  0.145
H -0.22041 -1.00138 1.69128  0.198
H 0.50724 -1.37559 -1.00243  0.083
H 2.43428 -0.11074 -1.01130  0.084
H 2.56490 -0.34822 0.74099  0.076
H 1.69706 1.84158 1.24736  0.170
H 1.31239 2.01539 -0.74101  0.110
H -0.09559 0.43738 -1.12264  0.093


In order of decreasing stability: run P, run Q.